Entry 1
The following is a DFT calculation (the ωB97M-V functional and the def2-TZVPD basis) of a structure of composition C8H17NO.

## Properties
LUMO level, eV: 0.727
Highest occupied orbital energy, eV: -8.62
Kohn-Sham gap, eV: 9.35

Last column: Mulliken charge in e.
Cartesian coordinates (Å):
1 C -1.334 0.254 -0.352  1.906
2 C 1.290 -0.201 0.023  1.539
3 C -1.860 -0.935 0.452  -1.703
4 C -2.312 1.424 -0.154  -1.748
5 C 1.217 -1.692 0.225  -1.780
6 C 2.378 0.223 -0.914  -1.486
7 C 1.264 0.503 1.689  -1.626
8 C 0.129 0.764 0.037  0.106
9 N -1.365 -0.075 -1.782  -0.696
10 O 0.340 2.000 -0.151  -0.715
11 H -0.921 0.676 -2.307  0.311
12 H -0.858 -0.931 -1.979  0.267
13 H -1.736 -0.781 1.528  0.321
14 H -3.305 1.158 -0.531  0.455
15 H -1.417 -1.888 0.158  0.325
16 H -2.929 -1.078 0.263  0.409
17 H -2.373 1.712 0.900  0.337
18 H -2.024 2.299 -0.744  0.328
19 H 0.526 -2.006 1.004  0.403
20 H 0.943 -2.191 -0.710  0.389
21 H 2.194 -2.070 0.549  0.398
22 H 3.295 0.459 -0.358  0.284
23 H 2.185 1.157 -1.456  0.404
24 H 2.568 -0.507 -1.706  0.362
25 H 2.300 0.299 1.974  0.474
26 H 1.178 1.540 2.016  0.401
27 H 0.627 -0.113 2.328  0.334

=====

Entry 2
The following is a DFT calculation (the ωB97M-V functional and the def2-TZVPD basis) of the molecule C8H17NO.

## Properties
LUMO level, eV: 0.666
Highest occupied orbital energy, eV: -7.49
SMILES: CC(C)(C)[N@@H+]1[C@@H]([O-])C1(C)C
Kohn-Sham gap, eV: 8.16

Last column: Mulliken charge in e.
Cartesian coordinates (Å):
1 C 1.637 0.847 -1.763  -1.799
2 C 0.410 0.874 -0.853  1.443
3 C -0.849 1.000 -1.704  -1.580
4 C 0.512 1.960 0.207  -1.542
5 N 0.420 -0.517 -0.131  0.039
6 C -0.584 -2.018 -0.360  -0.096
7 O 0.001 -3.050 -0.593  -0.640
8 C -0.356 -0.994 0.993  0.924
9 C 0.490 -1.572 2.103  -1.523
10 C -1.663 -0.382 1.432  -1.730
11 H 2.558 0.867 -1.179  0.435
12 H 1.642 1.713 -2.422  0.444
13 H 1.634 -0.052 -2.378  0.424
14 H -0.823 1.938 -2.261  0.443
15 H -0.908 0.171 -2.411  0.386
16 H -1.755 1.005 -1.102  0.282
17 H -0.338 1.850 0.896  0.305
18 H 1.404 1.863 0.825  0.332
19 H 0.517 2.946 -0.248  0.443
20 H 1.379 -0.828 -0.050  0.430
21 H -1.519 -1.726 -0.861  0.412
22 H 0.995 -2.524 1.800  0.365
23 H 1.273 -0.881 2.391  0.299
24 H -0.084 -1.807 2.988  0.403
25 H -1.478 0.426 2.141  0.367
26 H -2.240 0.026 0.606  0.263
27 H -2.275 -1.136 1.934  0.471

=====

Entry 3
The following is a DFT calculation (the ωB97M-V functional and the def2-TZVPD basis) of a cluster of 2 separate species, C8H17NO in total.

## Properties
LUMO level, eV: 0.792
Highest occupied orbital energy, eV: -9.33
SMILES: CNC(C)=O.C1CCCC1
Kohn-Sham gap, eV: 10.12

Last column: Mulliken charge in e.
Cartesian coordinates (Å):
1 C 2.546 0.816 1.349  -0.924
2 N 1.573 1.158 0.382  -0.391
3 C 1.612 0.506 -0.814  1.250
4 C 0.372 0.785 -1.696  -0.937
5 O 2.496 -0.227 -1.182  -0.660
6 H 3.262 0.097 0.852  0.268
7 H 3.079 1.704 1.704  0.367
8 H 2.212 0.256 2.262  0.269
9 H 0.793 1.851 0.480  0.370
10 H -0.427 1.302 -1.116  0.070
11 H -0.032 -0.194 -1.913  0.091
12 H 0.657 1.216 -2.651  0.417
13 C -1.071 0.303 1.060  -0.863
14 C -2.000 0.335 -0.039  -0.934
15 C -1.886 -0.985 -0.940  -0.505
16 C -0.842 -1.819 -0.032  -0.716
17 C -0.016 -0.761 0.846  0.379
18 H -0.641 1.254 1.338  0.446
19 H -1.723 0.048 1.979  0.264
20 H -1.918 1.224 -0.567  0.533
21 H -3.251 0.505 0.150  0.297
22 H -1.502 -0.950 -2.111  0.297
23 H -2.798 -1.731 -0.921  0.309
24 H -0.200 -2.384 -0.743  0.329
25 H -1.355 -2.742 0.432  0.355
26 H 0.699 -0.418 0.109  -0.816
27 H 0.364 -1.149 1.781  0.434

=====

Entry 4
The following is a DFT calculation (the ωB97M-V functional and the def2-TZVPD basis) of a cluster of 2 separate species, C8H17NO in total.

## Properties
LUMO level, eV: 0.817
Highest occupied orbital energy, eV: -9.66
SMILES: CNC(C)=O.C1CCCC1
Kohn-Sham gap, eV: 10.47

Last column: Mulliken charge in e.
Cartesian coordinates (Å):
1 C 1.501 4.102 0.206  -0.657
2 N 1.683 2.725 -0.207  -0.152
3 C 2.149 1.788 0.666  0.725
4 C 2.289 0.392 0.097  -1.415
5 O 2.429 2.075 1.826  -0.606
6 H 1.119 4.686 -0.648  0.328
7 H 2.456 4.545 0.536  0.251
8 H 0.775 4.174 1.034  0.176
9 H 1.461 2.446 -1.166  0.232
10 H 2.997 0.379 -0.749  0.436
11 H 2.671 -0.279 0.885  0.309
12 H 1.316 0.007 -0.252  0.376
13 C -0.074 1.533 4.256  -0.786
14 C 0.456 0.358 3.434  -0.443
15 C -0.455 0.371 2.201  -0.665
16 C -0.731 1.872 1.925  -0.288
17 C -0.265 2.626 3.197  -0.516
18 H 0.599 1.840 5.080  0.350
19 H -1.049 1.259 4.703  0.291
20 H 0.440 -0.608 3.975  0.382
21 H 1.504 0.560 3.137  0.157
22 H -1.403 -0.145 2.449  0.320
23 H -0.009 -0.145 1.329  0.197
24 H -1.808 2.043 1.732  0.433
25 H -0.171 2.223 1.036  -0.024
26 H 0.709 3.117 3.008  0.183
27 H -0.981 3.409 3.512  0.408

=====

Which of them is least stable? Easy: entry 3.